Entry 1:
{
  "formula": "C5H8O",
  "method": "the ωB97M-V functional and the def2-TZVPD basis",
  "homo_lumo_gap_ha": [0.3177, 0.3177],
  "homo_ev": [-8.5, -8.5],
  "elements": ["C", "C", "C", "C", "C", "O", "H", "H", "H", "H", "H", "H", "H", "H"],
  "positions_angstrom": [[0.43439, 0.10775, -1.92180], [-0.04328, 0.34984, -0.52909], [0.66528, 0.24562, 0.86605], [-0.49073, -0.46371, 1.31743], [-1.31994, -0.09730, 0.13088], [-1.08584, 1.26132, -0.28231], [0.95907, -0.85051, -1.98670], [1.13021, 0.89881, -2.22113], [-0.41187, 0.10889, -2.61403], [1.34086, -0.34779, 1.85546], [0.88531, 1.23598, 1.26455], [-0.48646, -1.48207, 1.67768], [0.60588, -0.37428, 2.74423], [-2.18289, -0.59256, -0.30121]]
}

Entry 2:
{
  "formula": "C15H98N4O34S2",
  "method": "the ωB97M-V functional and the def2-TZVPD basis",
  "homo_lumo_gap_ha": 0.3599,
  "homo_ev": -9.5,
  "elements": ["N", "H", "H", "H", "H", "N", "H", "H", "H", "H", "N", "H", "H", "H", "H", "N", "H", "H", "H", "H", "S", "O", "O", "O", "O", "S", "O", "O", "O", "O", "O", "H", "H", "O", "H", "H", "O", "H", "H", "O", "H", "H", "O", "H", "H", "O", "H", "H", "O", "H", "H", "O", "H", "H", "O", "H", "H", "O", "H", "H", "O", "H", "H", "O", "H", "H", "O", "H", "H", "O", "H", "H", "O", "H", "H", "O", "H", "H", "O", "H", "H", "O", "H", "H", "O", "H", "H", "O", "H", "H", "O", "H", "H", "C", "C", "C", "O", "H", "H", "H", "H", "H", "H", "H", "H", "C", "C", "C", "O", "H", "H", "H", "H", "H", "H", "H", "H", "C", "C", "C", "O", "H", "H", "H", "H", "H", "H", "H", "H", "C", "C", "C", "O", "H", "H", "H", "H", "H", "H", "H", "H", "C", "C", "C", "O", "H", "H", "H", "H", "H", "H", "H", "H"],
  "positions_angstrom": [[-0.15145, -0.89764, -0.38710], [0.72281, -0.31969, -0.47365], [0.06796, -1.63006, 0.32433], [-0.40309, -1.23916, -1.30827], [-0.79451, -0.23274, -0.05316], [-1.21540, -1.17528, 4.07528], [-1.98916, -1.58759, 3.47964], [-1.43385, -0.23366, 4.37088], [-0.33367, -1.23710, 3.61560], [-1.12975, -1.83208, 4.89203], [-1.24815, -4.74906, 1.79669], [-0.29161, -4.55041, 1.94468], [-1.33844, -5.42244, 1.04292], [-2.13041, -3.58926, 0.84686], [-1.66751, -5.14304, 2.65026], [3.86831, -4.40628, 0.06331], [3.84009, -3.60795, 0.82869], [2.97764, -4.48026, -0.45270], [4.19521, -5.26353, 0.51865], [4.53526, -4.09507, -0.66578], [1.84910, -2.43727, 2.28360], [1.39081, -1.13032, 2.82164], [3.29907, -2.25675, 1.98615], [1.63503, -3.49814, 3.27462], [1.04274, -2.75049, 1.10305], [-3.47958, -1.93731, 1.00595], [-2.49653, -2.86404, 0.17272], [-3.23853, -2.27205, 2.40647], [-3.14387, -0.54604, 0.64826], [-4.84899, -2.19337, 0.58165], [0.06456, -3.12246, 5.71046], [0.65189, -3.20254, 6.45708], [0.62778, -3.42889, 5.00665], [-1.42506, 5.04366, 3.83154], [-2.09148, 4.72669, 3.26193], [-1.73318, 4.70793, 4.70599], [-1.43109, 1.80426, 4.93732], [-0.57848, 2.09155, 5.26952], [-1.37732, 1.81141, 3.98532], [-5.60579, -1.14694, -1.77431], [-5.57821, -1.41394, -0.80111], [-6.51028, -1.32116, -2.06665], [-1.09072, -1.97543, -3.10132], [-1.90400, -2.53166, -3.16999], [-0.58270, -2.07348, -3.95126], [0.12058, 1.38618, 1.03933], [-0.46281, 1.73141, 1.74055], [1.05966, 1.32358, 1.31836], [-1.33251, -5.68286, -0.93074], [-1.94196, -6.00668, -1.60135], [-0.58204, -5.20026, -1.32899], [3.02333, -1.76965, -2.44556], [2.48166, -1.72414, -3.23440], [3.00323, -0.88458, -2.12490], [2.58724, 1.50655, 2.63285], [2.00304, 0.76139, 2.95084], [2.40079, 2.27564, 3.20348], [4.24600, 0.15031, 1.03285], [4.07944, -0.71422, 1.43639], [3.89147, 0.82761, 1.61889], [-2.35442, 1.39633, 2.42381], [-2.59641, 0.55621, 1.99732], [-2.86976, 2.12693, 2.08421], [-3.41193, -3.48883, -2.76238], [-3.22326, -3.40614, -1.82881], [-3.93660, -2.72793, -3.05818], [-4.03088, 1.17290, -1.32553], [-3.68434, 0.67149, -0.55347], [-4.87121, 0.73391, -1.44367], [6.66195, -0.84926, 0.57787], [6.01439, -0.15726, 0.83554], [7.36990, -0.40999, 0.13625], [0.85741, 3.49807, 4.37764], [1.51228, 4.05644, 4.84763], [0.16939, 4.21130, 4.05184], [0.77884, 0.95180, -4.26750], [1.12569, 1.41763, -3.44565], [-0.15151, 0.99937, -4.00970], [3.22211, -5.77902, 2.58836], [2.37633, -6.17240, 2.63110], [3.03855, -4.90817, 3.05023], [2.28473, 0.54526, -0.95173], [3.04532, 0.52576, -0.32097], [1.99891, 1.45642, -1.06780], [5.62759, -2.62156, -1.73635], [4.71260, -2.38391, -2.08047], [5.79434, -2.12429, -0.97766], [-1.80316, 0.84162, -2.64492], [-2.66000, 0.72928, -2.22397], [-1.63234, -0.06519, -2.95908], [1.52410, -4.03587, -1.30612], [1.90282, -3.46739, -2.02603], [1.33072, -3.51139, -0.48960], [-5.22266, 4.19623, 0.67853], [-3.99986, 4.78145, 1.33810], [-4.19676, 6.13568, 2.02391], [-3.44700, 3.84866, 2.31052], [-6.06970, 4.23430, 1.33270], [-5.00206, 3.15175, 0.40207], [-5.44128, 4.79017, -0.17364], [-3.19914, 4.83113, 0.56424], [-4.74072, 6.80137, 1.36289], [-3.24119, 6.59340, 2.29539], [-4.84371, 6.00312, 2.88100], [-4.14774, 3.60668, 2.98671], [7.45951, 0.45368, -4.75435], [7.26657, 1.36041, -3.55926], [5.83094, 1.73319, -3.13095], [7.96656, 0.76474, -2.41130], [8.49927, 0.27048, -4.83769], [7.04991, 0.88215, -5.65770], [6.93752, -0.48290, -4.61525], [7.72122, 2.33547, -3.74735], [5.85905, 2.14078, -2.05765], [5.31270, 0.80378, -2.93323], [5.32676, 2.45650, -3.75253], [8.55519, 0.05465, -2.84700], [2.42854, -1.58558, -6.94174], [1.26634, -2.01859, -6.09961], [1.00523, -3.53045, -6.16125], [1.53123, -1.61052, -4.71755], [3.34150, -2.06007, -6.67969], [2.56657, -0.50076, -7.00581], [2.30648, -1.90931, -8.00727], [0.34814, -1.49738, -6.45262], [0.15610, -3.66536, -5.46011], [1.82807, -4.23846, -5.95120], [0.62689, -3.73154, -7.20639], [1.21719, -0.68130, -4.64684], [-5.31302, 1.55606, 6.19751], [-4.82360, 1.61989, 4.76379], [-5.36137, 0.56777, 3.88057], [-5.26003, 2.92265, 4.21259], [-4.69223, 0.94431, 6.86783], [-6.35919, 1.25280, 6.25399], [-5.22917, 2.49141, 6.69269], [-3.71809, 1.56775, 4.68611], [-6.41620, 0.47492, 4.10688], [-4.91970, -0.40686, 4.04608], [-5.12160, 0.70645, 2.82172], [-6.25505, 2.95500, 4.29810], [0.90082, 4.67991, -1.40256], [-0.30709, 3.66655, -1.57225], [-1.47724, 4.33335, -2.38173], [0.29337, 2.50073, -2.12950], [0.60500, 5.64159, -1.07705], [1.29480, 4.70155, -2.42203], [1.70349, 4.24340, -0.83587], [-0.70153, 3.34000, -0.59290], [-1.14052, 4.75815, -3.28526], [-2.01028, 5.08337, -1.77532], [-2.23066, 3.58069, -2.70156], [-0.54125, 1.94763, -2.14419]]
}

Entry 3:
{
  "formula": "C24H49BeBr2O16",
  "method": "the ωB97M-V functional and the def2-TZVPD basis",
  "total_charge": 1,
  "homo_lumo_gap_ha": 0.1877,
  "homo_ev": -11.8,
  "elements": ["Be", "C", "C", "O", "H", "H", "H", "H", "H", "Br", "C", "C", "Br", "H", "H", "H", "H", "C", "C", "O", "C", "O", "O", "C", "H", "H", "H", "H", "H", "H", "H", "H", "C", "C", "O", "C", "O", "O", "C", "H", "H", "H", "H", "H", "H", "H", "H", "C", "C", "O", "C", "O", "O", "C", "H", "H", "H", "H", "H", "H", "H", "H", "C", "C", "O", "C", "O", "O", "C", "H", "H", "H", "H", "H", "H", "H", "H", "C", "C", "O", "C", "O", "O", "C", "H", "H", "H", "H", "H", "H", "H", "H"],
  "positions_angstrom": [[-1.66961, 4.87053, -2.48678], [-3.14993, 2.49763, -2.09631], [-3.18902, 3.96054, -2.69991], [-2.23693, 6.57324, -2.21910], [-4.10633, 1.96722, -2.44495], [-3.47455, 2.71487, -0.99378], [-2.19054, 1.97638, -2.17510], [-3.43462, 3.84597, -3.87031], [-4.12481, 4.43873, -2.49915], [2.32974, -5.79124, -5.18379], [3.63070, -6.18995, -3.75995], [4.80429, -6.92031, -4.38741], [6.33006, -6.95842, -3.02836], [3.13015, -6.76134, -3.00063], [3.92858, -5.25898, -3.31623], [5.20088, -6.38814, -5.23648], [4.53227, -7.93799, -4.71614], [0.46670, 5.75442, 2.15988], [-0.51066, 4.69922, 1.69676], [0.29833, 3.88149, 0.72353], [0.02274, 4.06764, -0.54297], [-0.94619, 4.51331, -1.09310], [1.09240, 3.62848, -1.27150], [2.15290, 2.75998, -0.86739], [1.10319, 5.39341, 2.91702], [0.03365, 6.68337, 2.52592], [1.14210, 6.05330, 1.30347], [-1.28866, 5.05848, 1.00766], [-0.86038, 4.05207, 2.48342], [2.91985, 2.64632, -1.65542], [1.69660, 1.83818, -0.55614], [2.72836, 3.12228, -0.06076], [1.33136, -2.53740, 5.12204], [1.18697, -1.40373, 4.06354], [0.56336, -0.16251, 4.53575], [-0.75090, -0.27302, 4.40859], [-1.36872, -0.98369, 3.65272], [-1.36587, 0.66558, 5.09728], [-2.90058, 0.78668, 4.94792], [1.97388, -2.14473, 5.91060], [1.80724, -3.33330, 4.54428], [0.31931, -2.82617, 5.55048], [0.58585, -1.77597, 3.18306], [2.22059, -1.09311, 3.89092], [-3.26359, 1.57986, 5.60190], [-3.38151, -0.16325, 5.33864], [-3.06206, 1.05403, 3.90961], [-2.18605, 3.89931, -7.27742], [-1.43979, 5.12789, -6.87675], [-1.36487, 5.23932, -5.37319], [-0.52169, 4.58437, -4.67968], [-0.38545, 4.69924, -3.45581], [0.19213, 3.77832, -5.37514], [0.78899, 2.48435, -4.87032], [-1.46732, 3.21956, -7.70197], [-2.91413, 4.01657, -8.13480], [-2.64009, 3.38216, -6.44912], [-2.08546, 6.00698, -7.13607], [-0.42414, 5.17246, -7.26952], [1.64755, 2.68878, -4.21641], [1.25688, 1.97317, -5.73909], [-0.03684, 1.96500, -4.43880], [-7.00596, 2.61624, -0.79078], [-5.92682, 2.40200, 0.20892], [-5.72661, 0.97645, 0.33495], [-4.65279, 0.49512, 1.00542], [-3.92036, 1.16398, 1.72692], [-4.51643, -0.77025, 0.75867], [-3.39981, -1.39367, 1.53090], [-7.19884, 3.68672, -0.81899], [-7.87522, 1.99268, -0.70208], [-6.60176, 2.41357, -1.79923], [-6.16729, 2.87265, 1.14377], [-4.93476, 2.88019, -0.00124], [-3.17717, -2.35258, 1.07122], [-3.82974, -1.52597, 2.49358], [-2.65519, -0.61425, 1.59390], [5.94319, -7.31216, 1.15448], [6.02322, -7.36478, 2.64659], [5.00563, -6.54246, 3.14078], [4.62578, -6.25354, 4.34930], [3.76298, -5.43572, 4.56888], [5.13965, -7.07346, 5.31930], [4.56311, -6.96802, 6.60878], [4.94476, -7.68045, 0.87688], [6.65103, -7.99468, 0.69740], [6.18631, -6.32247, 0.74297], [6.98550, -7.18689, 3.08256], [5.74609, -8.41472, 2.91931], [5.28185, -7.50899, 7.23542], [3.50770, -7.31306, 6.59687], [4.54554, -5.88885, 6.88533]]
}

no.,E_tot (Eh)
1,-270.2681
2,-4204.1249
3,-7310.0774